Below is C5H5N as an isolated structure, with properties calculated with the ωB97M-V functional and the def2-TZVPD basis.

The geometry in XYZ format:
```
11
Properties=species:S:1:pos:R:3:nbo_charge:R:1
C -1.413 0.131 0.612 -0.17
C -1.484 0.242 -0.675 -0.15
C 1.084 1.048 -0.058 0.07
C 0.873 -0.978 -0.021 -0.26
C -0.142 0.169 -0.076 -0.15
N 1.952 0.126 -0.023 -0.36
H -1.692 0.178 1.634 0.23
H -2.250 0.127 -1.489 0.24
H 1.220 2.099 -0.021 0.18
H 0.889 -1.422 0.889 0.18
H 0.963 -1.719 -0.772 0.20
```

Computed properties:
HOMO energy in eV: -9.55
E_tot in eV: -6751.438
Kohn-Sham gap in eV: 10.64
Charge: 0
Strongest force on any atom in eV/A: 3.6
Multiplicity: 1